[1]
{"formula": "C3H13NO3", "method": "the ωB97M-V functional and the def2-TZVPD basis", "elements": ["N", "C", "C", "C", "H", "H", "H", "H", "H", "H", "H", "H", "H", "O", "H", "H", "O", "H", "H", "O"], "positions_angstrom": [[1.392886, -0.686046, -1.098296], [0.705254, -1.953063, -0.968233], [0.373352, -3.634927, 0.927576], [1.031382, -2.568383, 0.344264], [1.010591, -0.246320, -1.933386], [2.355778, -0.782886, -1.425170], [-0.392554, -1.812170, -0.897926], [0.767367, -2.609294, -1.848620], [0.998904, -4.321529, 1.477913], [-0.657248, -3.756871, 0.607204], [1.795830, -1.994137, 0.873984], [-2.497620, 3.632078, -1.450350], [-2.169652, 2.466291, -0.712046], [-2.797645, 2.724560, -1.401474], [-0.125873, 4.679940, 0.710444], [1.102927, 3.749375, 1.116790], [0.131313, 3.806462, 1.059278], [-0.348847, 1.536154, 1.590891], [-1.610340, 0.727930, 1.877014], [-1.065814, 1.042835, 1.150143]], "forces_ev_per_angstrom": [[0.08, 0.14, -1.23], [0.05, 0.18, 0.93], [0.52, 0.49, -1.16], [-0.10, 0.82, -0.86], [-0.42, 0.43, 0.30], [0.08, -0.46, 0.55], [0.00, 0.26, 0.07], [0.16, -0.45, 0.21], [-0.52, -0.27, 0.60], [-0.02, -0.66, 0.42], [0.14, -0.37, 0.18], [-0.43, 0.66, -0.63], [-0.23, -0.83, 0.19], [0.74, 0.08, 0.55], [0.55, -0.56, 0.31], [-0.70, 0.54, -0.21], [0.26, 0.03, -0.07], [-0.54, 0.01, -0.44], [-0.18, 0.07, 0.03], [0.56, -0.12, 0.28]], "nbo_charge": [-0.79, -0.34, -0.10, 0.11, 0.39, 0.38, 0.30, 0.28, 0.26, 0.25, 0.26, 0.46, 0.47, -0.93, 0.49, 0.48, -0.97, 0.49, 0.47, -0.96], "gap_ev": [7.665, 4.722], "molar_mass_g_mol": 111.14, "multiplicity": 2, "s2": 0.756, "total_charge": 1, "de_lowest_kj_mol": 284.67, "homo_ev": [-13.23, -13.23]}

[2]
{"formula": "C4H14N2O2", "method": "the ωB97M-V functional and the def2-TZVPD basis", "elements": ["C", "O", "C", "N", "H", "H", "H", "H", "H", "H", "H", "H", "C", "N", "C", "O", "H", "H", "H", "H", "H", "H"], "positions_angstrom": [[-1.512038, 0.591184, -3.199074], [-2.283455, -0.496095, -3.698034], [-0.707478, -0.035321, -2.085356], [0.260974, 0.791845, -1.429220], [-2.132441, 1.419851, -2.839849], [-0.844175, 0.929963, -3.969348], [-2.827684, -0.186642, -4.449632], [-1.380374, -0.496195, -1.373446], [-0.229163, -0.926491, -2.508310], [-0.158448, 1.623484, -0.927107], [0.933158, 1.126357, -2.064938], [1.309172, -0.575392, 0.338237], [1.481398, 0.888555, 3.758282], [0.800755, -0.420781, 3.494344], [0.379851, -0.718379, 2.144888], [1.530673, -0.828551, 1.260521], [2.220246, 1.087323, 3.004988], [2.031833, 0.740402, 4.666991], [0.816360, 1.741530, 3.729077], [1.387777, -1.206365, 3.837484], [-0.271970, 0.058661, 1.740120], [-0.114538, -1.693006, 2.147528]], "forces_ev_per_angstrom": [[-0.29, -0.71, 0.29], [-0.86, 0.44, -0.81], [-0.19, -0.77, -0.18], [-0.96, 1.04, 2.07], [-0.02, -0.02, -0.03], [0.42, 0.51, -0.45], [0.45, -0.28, 0.64], [-0.35, 0.26, 0.41], [0.31, 0.28, -0.10], [0.59, -1.40, -0.93], [0.95, 0.54, -0.79], [-0.13, 0.02, 0.77], [-0.15, -1.69, -1.11], [0.18, -0.09, 0.05], [1.23, 0.12, -0.17], [-0.26, 0.16, -0.30], [0.57, 0.08, -0.59], [-0.09, 0.46, 0.72], [-0.45, -0.06, 0.52], [-0.59, 0.95, -0.38], [-0.16, 0.02, 0.28], [-0.18, 0.16, 0.09]], "nbo_charge": [-0.07, -0.72, -0.24, -0.85, 0.16, 0.15, 0.47, 0.20, 0.20, 0.36, 0.36, 0.49, -0.42, -0.64, 0.09, -0.78, 0.18, 0.20, 0.19, 0.36, 0.15, 0.16], "gap_ev": 9.667, "molar_mass_g_mol": 122.17, "multiplicity": 1, "total_charge": 0, "de_lowest_kj_mol": 145.01, "smiles": "CNCO.NCCO", "homo_ev": -8.89}

[3]
{"formula": "C5H31NO11", "method": "the ωB97M-V functional and the def2-TZVPD basis", "elements": ["C", "C", "C", "N", "C", "C", "O", "H", "H", "H", "H", "H", "H", "H", "H", "H", "H", "H", "H", "H", "O", "H", "H", "O", "H", "H", "O", "H", "H", "O", "H", "H", "O", "H", "H", "O", "H", "H", "O", "H", "H", "O", "H", "H", "O", "H", "H", "O"], "positions_angstrom": [[-0.680128, -2.165536, -2.234163], [-1.152544, -3.188927, -1.202430], [-0.077702, -0.991943, -1.410733], [1.094767, -0.414539, -1.733701], [2.112138, -0.636475, -2.734722], [3.539987, -0.469835, -2.257164], [-0.689337, -0.424470, -0.491132], [0.263379, -2.499292, -2.722733], [-1.469406, -1.720266, -2.828181], [-0.722082, -4.176391, -1.401885], [-1.070228, -2.907791, -0.132115], [-2.257139, -3.016536, -1.286435], [1.353368, 0.280951, -0.986607], [1.979528, -1.617840, -3.170180], [1.942512, 0.146787, -3.532832], [4.252119, -0.886753, -3.002924], [3.625919, -0.851409, -1.204975], [3.916306, 0.542678, -1.967919], [-2.354891, 0.594798, -0.505410], [-3.809640, 0.908019, -0.639264], [-2.981808, 1.247186, -0.212219], [2.311847, 2.460241, 0.850392], [2.538060, 1.471974, 2.099904], [1.917385, 1.843204, 1.483668], [1.073460, 2.263345, -2.280021], [1.541306, 3.222616, -3.301893], [1.958410, 2.708566, -2.596591], [-1.540842, -2.783994, 2.373263], [-1.420756, -3.719897, 3.911572], [-1.164628, -3.419080, 3.054712], [-0.333281, 1.258418, 1.913334], [-0.217357, -0.139920, 2.198387], [-0.910352, 0.535584, 2.258360], [-2.953060, -1.227237, 1.538757], [-1.818430, -1.143671, 0.891192], [-2.273285, -1.879702, 1.331871], [2.718907, 3.532040, -1.173879], [2.132475, 4.603687, -0.401873], [2.441331, 3.694396, -0.298606], [-2.994198, 0.494182, 2.198295], [-3.771706, -0.552585, 3.163631], [-3.808226, 0.001102, 2.363452], [0.167884, 2.526228, -0.128128], [-1.115714, 2.416170, -1.056963], [-0.178911, 2.699291, -1.007433], [1.463276, 0.074967, 3.817424], [0.409451, -0.809174, 3.490494], [1.398183, -0.829823, 3.462155]], "forces_ev_per_angstrom": [[3.42, 1.34, 2.08], [-1.89, 0.68, 0.20], [-0.75, 1.10, -0.65], [1.10, 0.81, 1.82], [-0.32, 1.43, -1.47], [0.92, 0.37, 1.93], [-0.43, -0.62, 0.03], [-1.36, -0.20, -0.69], [0.19, -0.34, -0.54], [-0.78, 0.12, 0.09], [0.84, -0.17, -0.92], [0.59, -1.61, 0.10], [-0.43, -0.83, -1.15], [0.04, -0.17, -0.14], [0.15, -0.99, 0.44], [-0.42, 0.03, 0.86], [0.19, -0.93, -1.12], [-0.88, -0.09, -1.16], [1.11, -0.72, -0.03], [0.84, 0.72, 0.75], [-1.69, 0.01, -0.74], [0.42, 0.28, 0.21], [0.58, -0.03, 0.00], [-1.30, -0.41, -0.10], [2.20, 1.11, 0.15], [0.61, 0.23, -0.16], [-2.54, -1.35, -0.68], [-0.84, -0.52, 1.72], [-1.08, 0.61, 0.19], [1.96, -0.24, -1.50], [-0.84, -0.15, 0.32], [-0.51, -0.36, -0.36], [1.30, 0.84, -0.30], [-1.68, -0.57, 1.13], [1.60, -0.69, -0.75], [0.06, 0.93, -0.89], [0.39, -1.07, -1.96], [-0.20, -0.12, 0.63], [-0.03, 1.48, 1.77], [0.26, 0.01, 0.62], [0.50, 0.76, -0.35], [-1.00, -0.30, 0.05], [-0.18, -0.14, 0.14], [0.65, 0.05, 0.55], [-0.89, -0.05, -0.65], [0.83, -0.25, -0.03], [0.94, -1.21, 0.20], [-1.63, 1.20, 0.35]], "nbo_charge": [-0.49, -0.64, 0.73, -0.61, -0.22, -0.64, -0.75, 0.21, 0.23, 0.22, 0.26, 0.23, 0.41, 0.20, 0.20, 0.23, 0.22, 0.23, 0.49, 0.47, -0.97, 0.51, 0.48, -1.02, 0.51, 0.47, -0.99, 0.53, 0.49, -1.07, 0.49, 0.48, -0.97, 0.50, 0.50, -0.99, 0.50, 0.48, -0.97, 0.52, 0.48, -0.96, 0.50, 0.50, -0.98, 0.46, 0.47, -0.92], "gap_ev": 10.120, "molar_mass_g_mol": 281.30, "multiplicity": 1, "total_charge": 0, "de_lowest_kj_mol": 314.55, "smiles": "CCNC(=O)CC.O.O.O.O.O.O.O.O.O.O", "homo_ev": -9.87}